Entry 1:
Here is 2 unconnected molecules or ions with the total composition H2O from OMol25. Energies are from the ωB97M-V functional and the def2-TZVPD basis.

Geometry as XYZ:
```
3
Properties=species:S:1:pos:R:3:forces:R:3
O 0.91184 -0.06402 0.00000 -0.8 -0.1 0.0
H 0.39081 0.75981 0.00000 0.2 0.0 0.0
H -1.30265 -0.69580 0.00000 0.6 0.1 0.0
```
Forces are in eV/Å.

Values from the calculation:
Maximum force: 0.8 eV/A
M: 18.015 g mol⁻¹
Orbital gap (spin up / spin down): 12.100 / 9.756 eV
E_LUMO (spin up / spin down): -0.301 / -1.826 eV
HOMO energy (spin up / spin down): -12.401 / -11.582 eV
Net charge: 0
Energy: -76.24292 hartree

=====

Entry 2:
Here is a molecular structure, C5H10N2O from OMol25. Energies are from the ωB97M-V functional and the def2-TZVPD basis.

Geometry as XYZ:
```
18
Properties=species:S:1:pos:R:3:forces:R:3
C 1.19917 -0.75670 -0.98397 -2.6 -0.4 -2.2
C 1.69003 0.17926 0.98058 -0.3 0.4 3.7
N 1.29494 -0.35574 1.94871 0.9 0.7 -1.8
H -0.37480 -1.17265 1.26115 -0.8 -0.2 -0.5
H 2.18704 1.04869 0.58615 -0.1 -0.4 -0.7
H 1.30625 -0.06064 -1.81223 0.2 -0.1 -0.2
H 0.88703 -1.73032 -1.35511 -0.3 -0.1 -0.5
H 2.19453 -1.07062 -0.66622 -0.2 0.7 1.2
C -0.74439 1.19684 -0.57850 0.3 0.5 -0.1
N -0.94375 1.76637 0.64191 0.0 0.0 0.0
C -0.70533 -0.29702 -0.64190 2.8 -0.5 -0.1
C -1.17842 -1.13066 0.48046 0.4 -0.3 1.2
O -0.57243 1.87346 -1.58294 -0.1 -0.2 0.3
H -0.83076 2.76524 0.71218 -0.1 -0.1 -0.1
H -0.94598 1.22609 1.49050 0.1 0.0 -0.1
H -1.01754 -0.61549 -1.63084 0.1 0.1 0.0
H -1.39569 -2.14745 0.15804 -0.1 0.0 0.0
H -2.04990 -0.71866 0.99205 -0.2 0.0 -0.2
```
Forces are in eV/Å.

Values from the calculation:
Maximum force: 3.7 eV/A
M: 114.148 g mol⁻¹
Orbital gap: 9.982 eV
E_LUMO: 0.390 eV
HOMO energy: -9.592 eV
Net charge: 0
Energy: -381.14619 hartree

=====

Entry 3:
Here is 3 unconnected molecules or ions with the total composition C7H21ClO11P3Si from OMol25. Energies are from the ωB97M-V functional and the def2-TZVPD basis.

Geometry as XYZ:
```
44
Properties=species:S:1:pos:R:3:forces:R:3
O 5.31579 -5.00534 -3.53724 -5.2 2.7 -3.3
C 4.34350 -4.32733 -4.20872 6.4 3.8 1.6
O 4.59495 -2.91700 -4.61704 -1.8 -7.5 1.2
Si 2.72816 -5.29893 -4.61643 1.4 0.0 -1.2
P 0.87487 -4.36374 -3.90184 -2.1 2.6 1.1
O 0.41853 -2.96553 -4.88407 0.9 -0.9 1.3
Cl -0.64099 -5.86884 -4.23392 0.9 0.8 -0.4
H 2.57882 -5.48787 -6.06324 0.2 -0.1 -0.4
H 2.80565 -6.62287 -3.97931 -0.2 0.0 0.2
H 0.47430 -2.12119 -4.33579 -0.1 -1.9 -0.5
C 0.53997 1.84327 0.30329 -0.5 0.0 -0.4
O 1.80616 1.72217 -0.32416 2.7 1.1 -1.6
P 2.15004 0.37392 -1.35208 -6.3 -6.5 5.6
O 0.74635 -0.21230 -1.15565 0.4 1.4 -1.0
O 3.14806 -0.31020 -0.22865 1.0 1.2 -1.1
C 3.59362 0.36399 0.92616 0.3 0.1 0.5
O 2.49397 -0.97428 -2.38012 1.0 3.5 -0.7
C 3.65115 -0.79459 -3.17252 0.7 0.0 -0.5
H 0.54766 2.75236 0.91072 0.4 0.1 -0.2
H -0.25262 1.93840 -0.44393 0.0 -0.3 0.3
H 0.35630 0.99436 0.96757 -0.1 0.0 -0.4
H 2.77766 0.46471 1.64764 0.1 0.2 -0.1
H 4.01654 1.34010 0.67802 -0.1 -0.1 0.2
H 4.37965 -0.23705 1.39360 -0.1 -0.1 -0.3
H 4.52869 -0.65133 -2.53618 0.1 0.0 0.0
H 3.52103 0.07196 -3.82321 0.1 0.1 -0.2
H 3.79898 -1.68506 -3.78837 0.1 0.0 0.1
C -5.33631 0.47250 2.13161 0.2 -0.2 -0.7
O -5.07131 1.79753 2.56250 -0.3 3.3 0.3
P -3.44292 2.34098 2.77612 2.9 -9.9 2.6
O -2.86879 0.98953 2.33277 -0.6 1.5 -0.9
O -3.58314 2.31832 4.42111 -0.3 1.8 -0.7
C -4.81252 2.16308 5.09279 -0.6 -0.1 0.5
O -1.81450 2.88456 2.98968 -2.2 2.3 -1.2
C -1.70264 4.28936 3.10473 0.4 0.6 0.2
H -6.42072 0.34317 2.07882 0.0 0.5 0.0
H -4.92300 0.30208 1.13375 0.1 -0.2 0.3
H -4.94400 -0.25218 2.85034 0.3 0.2 -0.2
H -5.16807 1.13246 5.00408 -0.1 0.2 -0.1
H -5.56055 2.86638 4.71988 0.0 -0.3 0.1
H -4.65250 2.37024 6.15537 0.2 0.0 -0.2
H -2.26999 4.64603 3.96870 0.1 0.2 0.0
H -2.07607 4.76424 2.19574 0.2 0.3 0.0
H -0.64976 4.54990 3.23750 -0.1 -0.1 0.0
```
Forces are in eV/Å.

Values from the calculation:
Maximum force: 10.7 eV/A
M: 437.695 g mol⁻¹
Orbital gap: 3.339 eV
E_LUMO: -1.559 eV
HOMO energy: -4.898 eV
Net charge: -1
Energy: -2880.51739 hartree

=====

Entry 4:
Here is a single C8H10N2 molecule from OMol25. Energies are from the ωB97M-V functional and the def2-TZVPD basis.

Geometry as XYZ:
```
20
Properties=species:S:1:pos:R:3:forces:R:3
C 0.11925 -1.59962 0.07634 -0.9 -0.3 0.4
C -1.29012 -1.66959 -0.12147 1.0 0.5 0.5
C 0.51056 -0.27680 0.22014 -1.5 0.1 -0.7
C -1.73963 -0.36397 -0.08631 -0.5 -0.7 0.0
C 2.91616 -0.61817 0.39744 1.6 0.5 1.3
C 1.77282 0.30518 0.26395 -0.7 0.0 0.0
C -3.17277 0.07283 -0.03865 1.8 2.7 -1.0
C 1.82488 1.70842 -0.20083 1.6 1.7 -0.3
N 3.38072 -0.80263 -0.73558 -0.2 -0.2 0.0
N -0.67200 0.45881 0.03517 -0.2 1.0 0.4
H 0.81595 -2.39039 0.14293 0.4 -0.8 -0.1
H -1.92820 -2.53606 -0.15838 0.1 -0.1 -0.1
H 3.39193 -0.94790 1.39204 -0.8 0.1 -1.2
H -3.70366 -0.35731 -0.82131 -1.1 -1.3 -1.1
H -3.60349 -0.09741 0.89481 -0.8 -0.5 1.5
H -3.29580 1.16385 -0.27248 0.4 -0.7 0.4
H 1.30569 2.50518 0.33878 0.0 -0.5 1.1
H 1.32561 1.86499 -1.13937 -0.1 -0.5 -1.0
H 2.85197 2.11466 -0.32590 -0.5 -0.5 0.1
H -0.80987 1.46590 0.13868 0.5 -0.7 0.0
```
Forces are in eV/Å.

Values from the calculation:
Maximum force: 3.4 eV/A
M: 134.182 g mol⁻¹
Orbital gap (spin up / spin down): 6.931 / 8.339 eV
E_LUMO (spin up / spin down): 0.179 / -0.118 eV
HOMO energy (spin up / spin down): -6.752 / -8.457 eV
Net charge: 0
Energy: -420.22671 hartree

=====

Entry 5:
Here is a single C3H6N2O2S molecule from OMol25. Energies are from the ωB97M-V functional and the def2-TZVPD basis.

Geometry as XYZ:
```
14
Properties=species:S:1:pos:R:3:forces:R:3
C -2.05805 -0.40288 0.26120 1.3 1.4 -1.5
C -1.41629 -0.12532 1.49291 0.5 1.3 0.4
C 0.05264 0.51137 -0.93865 0.1 -1.0 1.3
N 2.38463 0.20844 0.12776 0.7 -1.2 -0.1
N -1.34867 0.23264 -0.84294 -0.8 -1.8 -1.1
O -3.08031 -0.94620 -0.03438 -1.0 -1.1 0.4
O 3.59495 -0.57603 0.11763 -0.8 2.0 -0.3
S 1.10770 -0.82505 0.03959 -0.8 1.4 -0.6
H -1.09849 0.90116 1.54471 0.4 0.2 0.0
H -1.28265 -0.63990 2.39382 -0.4 -1.2 0.8
H 0.42616 0.36981 -1.97069 -0.4 0.7 0.7
H 0.25142 1.47870 -0.43791 0.5 -0.6 -0.6
H -1.67630 -0.37885 -1.60603 0.2 0.9 0.0
H 4.14326 0.19212 -0.14699 0.4 -1.0 0.4
```
Forces are in eV/Å.

Values from the calculation:
Maximum force: 2.4 eV/A
M: 134.160 g mol⁻¹
Orbital gap (spin up / spin down): 8.837 / 7.278 eV
E_LUMO (spin up / spin down): -0.339 / -1.120 eV
HOMO energy (spin up / spin down): -9.176 / -8.398 eV
Net charge: 0
Energy: -775.90616 hartree

=====

Entry 6:
Here is a molecular structure, C2H5NS2 from OMol25. Energies are from the ωB97M-V functional and the def2-TZVPD basis.

Geometry as XYZ:
```
10
Properties=species:S:1:pos:R:3:forces:R:3
C 0.23965 -0.67248 0.26176 -1.7 2.7 1.5
C -0.96951 0.45522 0.07158 3.3 -1.9 0.1
H 2.49710 0.04609 0.52030 -3.9 -2.0 -3.7
H 1.60764 -1.17362 -1.19863 1.0 3.9 3.7
H 0.02274 -1.14665 1.26371 1.5 1.4 0.2
H -0.26581 -1.48765 -0.13273 -0.2 -1.6 -2.4
H -1.83867 2.25465 -0.25701 2.5 0.9 0.3
N 1.52105 -0.23769 -0.34829 1.6 -2.8 0.5
S -0.36566 2.12760 -0.03552 -4.0 -1.3 -0.4
S -2.44853 -0.16546 -0.14517 -0.2 0.7 0.2
```
Forces are in eV/Å.

Values from the calculation:
Maximum force: 5.7 eV/A
M: 107.203 g mol⁻¹
Orbital gap: 8.612 eV
E_LUMO: -0.007 eV
HOMO energy: -8.619 eV
Net charge: 0
Energy: -930.16861 hartree